{
  "formula": "C3H7NO",
  "method": "wB97M-V/def2-TZVPD",
  "species": ["C", "C", "O", "H", "H", "H", "H", "C", "N", "H", "H", "H"],
  "xyz": [[1.76458, 0.14624, 0.18019], [0.78812, -0.30571, -0.87553], [0.41030, -1.45007, -1.01174], [2.75540, 0.23817, -0.28053], [1.80966, -0.59027, 0.98588], [1.48097, 1.12356, 0.58005], [0.48633, 0.47583, -1.60123], [-2.05656, -0.26011, 0.24509], [-1.13369, 0.58666, 0.42993], [-3.05141, -0.19163, 0.69625], [-1.84447, -1.11446, -0.40472], [-1.40924, 1.34178, 1.05636]],
  "nbo_charge": [-0.71, 0.47, -0.58, 0.23, 0.23, 0.23, 0.11, -0.02, -0.62, 0.15, 0.19, 0.34],
  "fmax_ev_per_a": 0.47,
  "smiles": "CC=O.C=N",
  "e_lumo_ev": 1.08,
  "charge": 0,
  "de_lowest_kcal_mol": 44.9
}